No. 1
The following is a quantum chemistry calculation of a structure of composition C46H57CdN6O4P3Se2Si2, from the OMol25 dataset.

charge: -2
HOMO: -0.035 Ha
relative energy (zero: lowest compared OMol25 entry of this formula, charge and spin): 2.308 eV

CARTESIAN COORDINATES (ANGSTROEM)
Cd -2.98 0.28 -0.19
C -1.38 2.73 -2.41
C -1.63 1.31 -2.88
C -0.80 0.99 -4.11
O -1.28 0.37 -1.83
C -3.16 1.16 -3.23
O -3.52 1.72 -4.28
O -3.87 0.51 -2.42
H -0.31 2.90 -2.23
H -1.92 2.93 -1.48
H -1.73 3.43 -3.17
H 0.25 1.24 -3.94
H -1.19 1.56 -4.95
H -0.87 -0.08 -4.34
H -0.51 0.71 -1.33
C -4.17 -2.62 2.35
Si -4.58 -1.33 1.00
C -5.81 -2.25 -0.14
C -5.75 -0.06 1.87
C -6.78 -0.59 2.67
C -7.73 0.20 3.29
C -7.68 1.58 3.12
C -6.67 2.13 2.34
C -5.70 1.34 1.71
Si -4.37 2.28 0.66
C -3.73 3.60 1.87
C -5.42 3.27 -0.60
H -5.07 -3.03 2.81
H -3.55 -2.17 3.13
H -3.60 -3.45 1.91
H -6.77 -2.42 0.36
H -5.41 -3.21 -0.46
H -5.99 -1.65 -1.04
H -6.85 -1.67 2.80
H -8.51 -0.25 3.90
H -8.42 2.22 3.59
H -6.65 3.21 2.20
H -4.54 4.23 2.27
H -3.01 4.26 1.38
H -3.21 3.14 2.71
H -5.62 4.29 -0.25
H -6.37 2.77 -0.77
H -4.91 3.33 -1.57
Se 2.77 4.91 3.47
P 3.22 3.14 2.41
C 3.97 1.93 3.54
C 5.10 2.30 4.28
C 5.60 1.45 5.25
C 4.96 0.25 5.52
C 3.82 -0.10 4.81
C 3.33 0.73 3.82
C 4.41 3.57 1.09
C 5.77 3.31 1.12
C 6.59 3.77 0.10
C 6.06 4.49 -0.96
C 4.69 4.76 -0.99
C 3.87 4.30 0.03
C 1.85 2.34 1.57
C 1.62 1.24 0.72
N 0.29 1.24 0.49
N -0.26 2.23 1.17
N 0.65 2.89 1.83
P 2.48 -0.12 -0.12
Se 1.16 -1.75 -0.44
C 3.91 -0.68 0.87
C 5.10 0.03 0.99
C 6.16 -0.47 1.74
C 6.04 -1.69 2.37
C 4.86 -2.41 2.26
C 3.81 -1.91 1.51
C 3.11 0.52 -1.72
C 2.59 -0.02 -2.89
C 3.04 0.41 -4.13
C 4.02 1.38 -4.22
C 4.53 1.95 -3.06
C 4.08 1.53 -1.82
H 5.55 3.27 4.12
H 6.48 1.74 5.82
H 5.35 -0.41 6.29
H 3.31 -1.03 5.03
H 2.43 0.46 3.28
H 6.20 2.73 1.93
H 7.66 3.55 0.12
H 6.70 4.84 -1.76
H 4.27 5.32 -1.81
H 2.81 4.51 0.01
H 5.22 0.99 0.51
H 7.07 0.11 1.82
H 6.87 -2.08 2.96
H 4.76 -3.36 2.76
H 2.89 -2.48 1.42
H 1.82 -0.78 -2.82
H 2.60 -0.01 -5.03
H 4.37 1.71 -5.19
H 5.27 2.73 -3.11
H 4.45 2.03 -0.94
O -1.16 -0.82 2.45
H -1.12 0.15 2.49
H -0.59 -1.04 1.69
C -1.68 -5.36 -3.98
N -0.76 -4.31 -3.56
C 0.09 -4.83 -2.50
N -0.65 -5.40 -1.37
C -1.56 -6.42 -1.87
N -2.48 -5.95 -2.90
C -3.42 -4.96 -2.35
P -2.63 -3.41 -1.66
C -1.50 -3.12 -3.11
C -1.38 -4.35 -0.64
H -1.09 -6.17 -4.44
H -2.36 -4.96 -4.74
H 0.73 -4.03 -2.13
H 0.71 -5.63 -2.92
H -2.14 -6.82 -1.04
H -0.96 -7.23 -2.30
H -3.99 -5.43 -1.55
H -4.13 -4.68 -3.13
H -0.79 -2.33 -2.84
H -2.10 -2.74 -3.94
H -1.91 -4.81 0.20
H -0.66 -3.64 -0.22

Atom charges from the Mulliken analysis, given in e for atoms 1 to 99:
1. Cd 2.17
2. C -1.54
3. C 1.78
4. C -1.73
5. O 0.49
6. C -0.25
7. O -0.78
8. O -0.72
9. H 0.33
10. H 0.05
11. H 0.44
12. H 0.21
13. H 0.46
14. H 0.22
15. H -0.42
16. C -1.04
17. Si 0.70
18. C -1.21
19. C 0.30
20. C -0.36
21. C -0.73
22. C -0.67
23. C -0.45
24. C 0.18
25. Si 0.13
26. C -1.26
27. C -1.26
28. H 0.39
29. H 0.26
30. H 0.12
31. H 0.52
32. H 0.20
33. H 0.21
34. H 0.15
35. H 0.35
36. H 0.35
37. H 0.18
38. H 0.41
39. H 0.31
40. H 0.24
41. H 0.36
42. H 0.34
43. H 0.31
44. Se -0.42
45. P -0.12
46. C 0.58
47. C -0.49
48. C -0.81
49. C -0.51
50. C -0.72
51. C -0.17
52. C 0.86
53. C -0.15
54. C -0.66
55. C -0.58
56. C -0.70
57. C -0.51
58. C -0.23
59. C 0.58
60. N 0.19
61. N -0.54
62. N -0.51
63. P 0.82
64. Se -0.49
65. C 0.30
66. C 0.27
67. C -0.97
68. C -0.54
69. C -0.90
70. C -0.50
71. C -0.09
72. C -0.25
73. C -0.69
74. C -0.71
75. C -1.01
76. C 1.19
77. H 0.50
78. H 0.40
79. H 0.38
80. H 0.48
81. H 0.61
82. H 0.29
83. H 0.42
84. H 0.41
85. H 0.38
86. H 0.39
87. H 0.44
88. H 0.44
89. H 0.39
90. H 0.41
91. H 0.33
92. H 0.08
93. H 0.43
94. H 0.37
95. H 0.45
96. H -0.53
97. O -0.60
98. H 0.32
99. H 0.18

***

No. 2
The following is a quantum chemistry calculation of a cluster of 2 separate species, C4H8O2 in total, from the OMol25 dataset.

charge: 0
HOMO: -0.330 Ha
relative energy (zero: lowest compared OMol25 entry of this formula, charge and spin): 3.161 eV

CARTESIAN COORDINATES (ANGSTROEM)
O -2.12 -0.68 -0.14
C -1.55 0.02 0.67
C -0.74 1.24 0.31
C 0.61 0.58 0.42
C 1.26 0.03 -0.60
O 2.29 -0.84 -0.50
H -1.45 -0.29 1.73
H -0.98 1.59 -0.70
H -0.87 2.06 1.03
H 0.94 0.35 1.43
H 1.03 0.25 -1.64
H 2.32 -1.18 0.40
H 0.00 -1.59 -1.29
H -0.72 -1.54 -1.12

Electronic structure analysis, natural (NBO) charges in units of e:
1. O -0.54
2. C 0.45
3. C -0.52
4. C -0.34
5. C 0.19
6. O -0.67
7. H 0.11
8. H 0.23
9. H 0.22
10. H 0.20
11. H 0.19
12. H 0.48
13. H -0.05
14. H 0.04

***

No. 3
The following is a quantum chemistry calculation of the molecule CH5NO2Si in a non-equilibrium geometry, from the OMol25 dataset.

charge: 0
HOMO: -0.400 Ha
relative energy (zero: lowest compared OMol25 entry of this formula, charge and spin): 2.709 eV

CARTESIAN COORDINATES (ANGSTROEM)
O 2.04 -0.84 -0.85
N 1.43 -0.07 -0.16
O 1.77 0.32 0.96
C 0.11 0.27 -0.66
Si -1.23 -0.18 0.62
H -0.05 1.32 -0.73
H 0.16 -0.21 -1.86
H -1.10 -1.64 0.65
H -0.80 0.49 1.75
H -2.32 0.55 0.28

Electronic structure analysis, natural (NBO) charges in units of e:
1. O -0.37
2. N 0.51
3. O -0.40
4. C -0.70
5. Si 0.92
6. H 0.24
7. H 0.27
8. H -0.14
9. H -0.15
10. H -0.17

***

No. 4
The following is a quantum chemistry calculation of the molecule C8H14N2O4 in a non-equilibrium geometry, from the OMol25 dataset.

charge: 0
HOMO: -0.365 Ha
relative energy (zero: lowest compared OMol25 entry of this formula, charge and spin): 4.982 eV

CARTESIAN COORDINATES (ANGSTROEM)
N -2.98 -0.92 -0.95
C -1.98 -0.08 -0.37
C -2.34 -0.13 1.15
O -3.68 0.04 1.23
C -0.54 -0.64 -0.59
O -0.55 -2.02 -0.69
N 0.53 0.12 -0.49
C 0.44 1.34 0.62
C 1.49 2.08 -0.12
C 2.74 1.05 -0.29
C 1.95 -0.32 -0.66
C 2.36 -1.43 0.42
O 3.49 -1.53 0.96
O 1.39 -2.36 0.67
H -2.38 -1.81 -1.26
H -3.10 -0.61 -1.87
H -2.18 1.01 -0.70
H -2.00 -1.11 1.48
H -1.64 0.52 1.78
H -3.88 -0.24 0.28
H -0.63 1.67 0.67
H 0.64 1.20 1.82
H 0.97 2.47 -0.94
H 2.03 2.91 0.33
H 3.43 1.29 -1.24
H 3.52 0.58 0.48
H 2.32 -0.69 -1.72
H 0.58 -2.38 0.05

Electronic structure analysis, natural (NBO) charges in units of e:
1. N -0.84
2. C -0.18
3. C -0.05
4. O -0.72
5. C 0.71
6. O -0.71
7. N -0.44
8. C -0.20
9. C -0.45
10. C -0.44
11. C -0.18
12. C 0.77
13. O -0.60
14. O -0.70
15. H 0.42
16. H 0.36
17. H 0.21
18. H 0.16
19. H 0.16
20. H 0.49
21. H 0.24
22. H 0.24
23. H 0.22
24. H 0.23
25. H 0.22
26. H 0.29
27. H 0.27
28. H 0.50

***

Q: Among the records above, which one has the lowest charge?
A: C46H57CdN6O4P3Se2Si2

***

Q: Look up the relative energy (zero: lowest compared OMol25 entry of this formula, charge and spin) of the fourth one.
A: 4.982 eV

***

Please write out number 2 again, unchanged.
The following is a quantum chemistry calculation of a cluster of 2 separate species, C4H8O2 in total, from the OMol25 dataset.

charge: 0
HOMO: -0.330 Ha
relative energy (zero: lowest compared OMol25 entry of this formula, charge and spin): 3.161 eV

CARTESIAN COORDINATES (ANGSTROEM)
O -2.12 -0.68 -0.14
C -1.55 0.02 0.67
C -0.74 1.24 0.31
C 0.61 0.58 0.42
C 1.26 0.03 -0.60
O 2.29 -0.84 -0.50
H -1.45 -0.29 1.73
H -0.98 1.59 -0.70
H -0.87 2.06 1.03
H 0.94 0.35 1.43
H 1.03 0.25 -1.64
H 2.32 -1.18 0.40
H 0.00 -1.59 -1.29
H -0.72 -1.54 -1.12

Electronic structure analysis, natural (NBO) charges in units of e:
1. O -0.54
2. C 0.45
3. C -0.52
4. C -0.34
5. C 0.19
6. O -0.67
7. H 0.11
8. H 0.23
9. H 0.22
10. H 0.20
11. H 0.19
12. H 0.48
13. H -0.05
14. H 0.04

***

Q: What is the formula in the third record?
A: CH5NO2Si